Formula: C2H6N4O6
Source: the Open Molecules 2025 dataset
Level of theory: the ωB97M-V functional and the def2-TZVPD basis

Each line ends with the Mulliken charge.
Atoms and positions in Å:
O: -2.24383 -1.82835 -0.73252  -0.748
O: -1.47561 -1.34036 1.24603  -0.594
O: -1.25891 2.13627 -1.06978  -0.461
O: -2.25057 1.63201 0.84721  -0.432
O: -0.32376 -0.60657 -1.85350  -0.385
O: 1.53789 -1.22689 0.95578  -0.610
N: -1.39324 -1.35030 0.02001  1.015
N: 1.79147 0.24139 -0.79857  -0.702
N: 0.63346 0.91851 1.07471  -0.499
N: -1.54910 1.49575 -0.08044  0.871
C: -0.32776 -0.68926 -0.52560  -0.224
C: 0.95401 -0.24158 0.22886  0.983
H: 1.31539 0.86325 -1.43738  0.236
H: 0.43483 0.60997 2.07289  0.232
H: 1.41388 1.53749 1.14743  0.228
H: 1.05324 -1.63667 1.68691  0.375
H: -1.08984 -1.09751 -2.29551  0.421
H: 2.77846 0.58283 -0.48653  0.296

Output
electronic energy = -750.00309 a.u.
ΔE to the lowest compared entry with this formula, charge and spin = 1.646 eV